ORCA calculation (ωB97M-V/def2-TZVPD) on a molecular structure, C42H66BCl5InN10O3.

Output
Orbital gap in eV: 8.821
LUMO in eV: -1.9
Total charge: +1
Highest occupied orbital energy in eV: -10.75

Each line ends with the Mulliken charge.
Cartesian coordinates (Å):
H  -0.14651  -0.75221  4.63371  0.13
H  5.11735  2.71144  2.73791  0.38
C  -0.60230  -2.24505  3.15943  0.78
Cl  -6.47014  1.22079  -2.16548  -0.19
H  4.68208  1.98089  0.55907  0.00
C  3.30601  1.88848  -1.82375  -0.02
C  -2.23783  0.30975  -0.76471  -1.91
C  -4.64580  -0.07019  -0.64659  -0.20
H  3.29308  -2.29936  -0.24009  0.33
H  1.03299  -2.79348  -3.94178  0.43
C  -3.15018  -5.13017  -3.61570  -0.57
C  2.74959  1.22121  2.54347  0.22
H  1.55382  -2.62887  -0.12868  -0.32
H  3.98402  3.84775  1.98995  0.20
H  -3.09177  3.80376  3.36918  0.40
N  2.20989  1.66563  -1.06649  1.01
C  -3.79193  1.58708  -2.15268  -0.19
In  -0.13404  -0.11692  -0.11752  3.65
B  1.85986  2.29377  0.31036  -1.78
C  2.41848  -0.89593  1.93359  -0.34
C  -0.16784  4.00168  0.38321  0.17
C  1.62281  -0.70989  -3.78665  0.33
C  4.45171  4.17760  -1.29627  -1.71
H  2.59371  3.20334  0.50953  -0.77
H  -1.42239  0.44627  3.04890  -0.45
H  5.50509  0.93509  -0.59682  0.36
C  -3.34416  -0.32971  -0.22147  1.06
H  5.45836  4.58898  -1.20821  0.54
H  2.35075  5.31263  0.77441  0.03
N  -0.46847  1.90483  1.05046  0.02
Cl  -3.12715  -1.45493  1.07907  -0.28
C  0.44562  -0.18116  -4.61370  -1.41
N  1.45157  0.66419  -1.63020  0.76
C  -1.39061  3.92881  1.02171  -1.74
H  1.44595  3.72074  2.64855  0.25
H  3.90577  4.44397  -0.39482  0.21
H  0.72755  -2.08982  -2.34359  -0.37
H  -4.49389  -6.67481  -2.87514  0.43
H  0.13196  -0.91928  -5.35523  0.38
H  -1.17728  -4.93693  -2.75248  0.32
H  0.97155  2.66504  3.98110  0.20
N  -4.61181  -4.30246  0.35845  -0.29
C  3.21606  1.06377  -2.92513  -0.99
H  -6.07908  -5.65408  -2.17617  0.17
H  -2.80212  -6.96267  -2.54252  0.38
H  4.71242  -2.37777  2.02597  0.36
H  0.74571  0.72219  -5.14594  0.35
H  2.36310  -2.49496  -2.82417  0.43
C  3.84119  -2.86623  2.46603  -1.75
H  1.03444  6.08967  1.65773  0.37
H  -1.48837  -3.89122  -4.12201  0.49
H  1.46086  5.86523  -2.02945  0.38
H  -4.07117  3.66527  1.89979  0.42
C  4.55922  2.66794  -1.49922  0.08
H  -6.72461  -4.59690  -0.98220  0.21
H  3.55090  -0.40811  3.78167  0.53
N  2.08378  1.18916  1.37903  1.05
C  -2.50188  1.28997  -1.71581  1.29
H  1.71807  -2.87013  2.30666  -0.71
C  -1.54324  2.60040  1.42850  -0.12
H  4.44891  4.04581  3.67701  0.54
H  3.33741  2.02887  4.34563  0.54
C  -4.87411  0.88604  -1.62748  0.39
C  0.95314  4.97552  -1.65406  -0.96
O  -1.59203  -4.14518  -0.27302  -1.33
O  -0.38240  -1.49280  2.23273  0.19
Cl  -4.06195  2.80555  -3.33370  -0.18
C  -2.68027  2.01244  2.21605  2.15
H  -3.99644  -4.47012  -3.83402  0.24
H  -1.05735  -1.67995  -3.22684  -0.66
H  -0.40523  0.08451  -3.98750  0.30
H  -3.66609  -4.06536  0.63522  0.07
C  3.05014  2.44180  3.37531  0.16
H  3.93131  0.98233  -3.72668  0.58
H  2.47254  -0.78872  -4.46791  0.54
H  3.96777  4.65810  -2.14626  0.42
N  -2.02728  -1.77740  -2.95007  0.10
N  1.81264  -0.10317  1.03709  0.32
H  -2.91382  -5.66581  -4.53682  0.45
C  2.52120  -2.82335  0.32869  -0.92
C  1.41344  -2.09972  -3.18824  -0.80
C  -3.62230  3.10419  2.72024  -2.02
H  -4.43083  2.65426  3.29732  0.48
H  2.70571  -3.89608  0.25352  0.52
H  -3.26081  -3.08873  -1.96846  0.19
H  -2.07424  4.74615  1.17497  0.65
H  -1.87948  -3.92856  3.46599  0.47
Cl  -5.99649  -0.88862  0.06574  -0.20
C  4.22096  3.30807  2.90643  -1.42
H  -5.32554  -3.63949  0.61384  0.20
H  0.14403  -2.43617  5.15491  0.38
N  -5.92721  -5.05605  -1.38514  -0.34
H  3.95015  -3.94299  2.33377  0.50
H  3.84064  -2.66114  3.53678  0.34
C  -2.21370  -3.05789  -2.29184  0.96
H  -2.78915  -5.30435  -0.82755  0.34
C  0.41911  5.23327  -0.24515  0.17
N  -3.67815  -5.63795  -1.24362  -0.05
Cl  -1.19535  2.18616  -2.39748  -0.05
C  -0.95498  -3.68764  2.93527  -0.94
H  1.73726  6.87720  0.24067  0.51
C  2.05832  0.31067  -2.76931  -0.72
C  -4.73782  -5.00576  -0.77295  0.91
H  -0.17336  -4.31823  3.36700  0.42
C  5.28957  1.97427  -0.34370  -1.13
H  -2.97619  0.65526  3.87646  0.44
O  -0.55652  -2.23998  -0.70128  -0.69
H  1.98331  4.08642  4.28924  0.53
C  -3.56313  -6.18398  -2.58700  -1.16
C  1.44890  5.91414  0.66427  -1.28
H  1.66033  4.14891  -1.66872  0.03
H  -1.05255  -3.89855  1.87174  -0.15
C  -2.15419  1.17758  3.38254  -1.00
H  6.23217  2.48008  -0.12881  0.45
H  -1.67557  1.83121  4.11698  0.41
C  2.55247  -2.39077  1.79241  1.79
H  -0.42441  5.92180  -0.33704  0.62
C  2.99673  -0.09208  2.91470  -1.51
C  -1.93114  -4.28797  -3.20778  -1.15
H  -3.26039  1.36623  1.55201  -0.74
H  -2.58411  -1.72643  -3.79620  0.32
C  -0.51212  -1.77445  4.58608  -1.65
H  -1.50043  -1.83372  5.04888  0.41
N  0.38080  2.76961  0.41813  1.10
C  1.78358  3.27721  3.58538  -1.35
C  -1.38645  -3.14477  -0.99409  -0.57
H  5.17184  2.53202  -2.39358  0.53
H  0.13841  4.73411  -2.33745  0.27